Model A:
10
Properties=species:S:1:pos:R:3:nbo_charge:R:1 method="wB97M-V/def2-TZVPD" lumo_energy_ev=-4.1 total_charge=+1 e_homo_ev=-14.718
C -0.57 -1.01 0.16 -0.044
C -1.12 0.12 -0.53 -0.051
N -0.07 1.11 -0.46 -0.484
C 0.99 0.52 0.22 0.284
N 0.74 -0.75 0.71 -0.499
H -1.08 -1.94 0.42 0.263
H -1.93 0.36 -1.23 0.279
H -0.09 2.01 -0.95 0.474
H 1.96 1.18 0.50 0.281
H 1.16 -1.59 1.14 0.496



Model B:
10
Properties=species:S:1:pos:R:3:nbo_charge:R:1 method="wB97M-V/def2-TZVPD" lumo_energy_ev=-4.0 total_charge=+1 e_homo_ev=-14.714
C -0.58 0.79 0.70 -0.046
C -1.15 -0.30 0.00 -0.024
N -0.16 -0.81 -0.82 -0.471
C 1.06 -0.27 -0.40 0.262
N 0.79 0.72 0.47 -0.450
H -1.03 1.47 1.40 0.270
H -2.12 -0.81 0.04 0.273
H -0.34 -1.47 -1.60 0.474
H 1.98 -0.51 -0.76 0.242
H 1.56 1.19 0.97 0.471



Bottom line: model B, by a margin of 0.885 eV.



Model A:
10
Properties=species:S:1:pos:R:3:nbo_charge:R:1 method="wB97M-V/def2-TZVPD" lumo_energy_ev="-6.9 / -5.7" total_charge=+1 e_homo_ev="-15.497 / -15.515"
C 1.70 0.58 0.00 0.135
C 0.16 0.74 0.35 -0.173
C 0.23 -0.76 0.28 0.230
N 1.70 -0.66 -0.25 -0.346
N -0.64 -0.07 -0.67 -0.573
H 2.48 1.20 0.02 0.227
H -0.13 1.51 1.08 0.291
H -0.04 -2.61 1.34 0.270
H -1.57 -0.13 -0.30 0.460
H -0.41 -0.02 -1.71 0.477



Model B:
10
Properties=species:S:1:pos:R:3:nbo_charge:R:1 method="wB97M-V/def2-TZVPD" lumo_energy_ev=-4.8 total_charge=+1 e_homo_ev=-15.360
C 1.58 0.37 -0.10 -0.368
C 0.28 0.14 -0.13 0.316
C -1.86 0.06 -0.11 0.355
N -0.89 0.96 -0.10 -0.590
N -0.76 -1.09 -0.12 -0.654
H 2.33 -0.46 0.17 0.281
H 1.93 1.35 0.09 0.266
H -0.96 1.96 0.15 0.469
H -0.99 -1.92 -0.71 0.481
H -0.66 -1.36 0.85 0.443



Model C:
10
Properties=species:S:1:pos:R:3:nbo_charge:R:1 method="wB97M-V/def2-TZVPD" lumo_energy_ev="-8.7 / -8.9" total_charge=+1 e_homo_ev="-13.986 / -13.953"
C 1.81 0.60 0.08 0.572
C 0.48 1.22 0.05 -0.352
C 0.51 -1.06 -0.16 0.102
N 1.81 -0.64 -0.03 -0.319
N -0.31 0.02 -0.11 -0.515
H 0.25 1.80 0.95 0.292
H 0.35 1.90 -0.81 0.295
H 0.27 -1.95 -0.73 0.289
H 0.19 -2.20 1.28 0.182
H -1.32 -0.01 -0.15 0.453



Model D:
10
Properties=species:S:1:pos:R:3:nbo_charge:R:1 method="wB97M-V/def2-TZVPD" lumo_energy_ev="-7.8 / -7.7" total_charge=+1 e_homo_ev="-16.154 / -15.644"
C 0.45 -0.47 0.02 0.263
C 0.24 -1.73 -0.58 -0.060
C 0.49 1.29 0.66 -0.166
N 1.49 0.34 0.64 -0.097
N -0.49 0.50 -0.03 -0.503
H -0.79 -2.03 -0.93 0.245
H 0.79 -2.52 -0.29 0.223
H 0.21 1.37 1.79 0.308
H 0.88 2.40 0.40 0.316
H -1.54 0.54 -0.16 0.471



Bottom line: model B, by a margin of 1.187 eV.



Model A:
10
Properties=species:S:1:pos:R:3:nbo_charge:R:1 method="wB97M-V/def2-TZVPD" lumo_energy_ev="-7.1 / -6.3" total_charge=+1 e_homo_ev="-14.106 / -14.958"
C -1.20 0.28 -1.30 0.247
C -0.31 -0.55 -0.90 -0.311
C 0.53 -0.57 0.37 -0.249
N -0.29 1.64 0.81 0.027
N 0.42 0.75 1.06 -0.196
H -0.09 -1.37 -1.47 0.302
H -1.89 1.01 -1.53 0.259
H 0.21 -1.22 1.08 0.254
H 1.48 -0.85 0.03 0.258
H 1.14 0.87 1.86 0.409



Model B:
10
Properties=species:S:1:pos:R:3:nbo_charge:R:1 method="wB97M-V/def2-TZVPD" lumo_energy_ev=-8.7 total_charge=+1 e_homo_ev=-14.678
C -0.49 -0.97 0.27 -0.068
C -0.09 0.91 -0.65 0.011
N 0.49 1.42 0.40 -0.495
C -0.10 -0.52 -0.99 0.226
N 0.10 -1.21 1.40 -0.523
H -1.03 -0.45 1.07 0.471
H -0.66 1.51 -1.38 0.236
H 0.87 2.36 0.23 0.409
H 0.29 -0.98 -1.88 0.294
H 0.63 -2.07 1.53 0.439



Bottom line: model A, by a margin of 2.980 eV.



Model A:
10
Properties=species:S:1:pos:R:3:nbo_charge:R:1 method="wB97M-V/def2-TZVPD" lumo_energy_ev="-1.2 / -0.2" e_homo_ev="-7.867 / -8.798"
C -0.92 2.16 0.01 0.187
C -0.79 -2.08 -0.10 -0.511
C -1.47 -1.00 0.04 -0.106
C 0.44 2.39 0.10 -0.436
N -2.10 2.17 -0.12 -0.349
Br -3.04 -0.12 -0.06 0.301
H -1.16 -2.97 0.17 0.198
H 0.30 -2.23 -0.41 0.225
H 1.03 2.39 -0.91 0.245
H 0.91 2.40 1.19 0.246



Model B:
10
Properties=species:S:1:pos:R:3:nbo_charge:R:1 method="wB97M-V/def2-TZVPD" lumo_energy_ev=0.6 e_homo_ev=-9.513
C -0.06 1.11 0.37 -0.682
C 1.23 0.43 0.28 0.006
C 2.40 0.19 0.22 -0.235
Br 4.07 -0.23 -0.17 0.192
H -0.73 0.85 -0.44 0.242
H -0.73 0.73 1.26 0.240
H 0.04 2.13 0.53 0.237
C 0.73 -2.66 -0.36 0.083
N -0.13 -2.72 0.40 -0.315
H 1.54 -2.77 -1.04 0.231



Model C:
10
Properties=species:S:1:pos:R:3:nbo_charge:R:1 method="wB97M-V/def2-TZVPD" lumo_energy_ev=-0.1 e_homo_ev=-8.476
C -0.44 1.34 0.39 -0.042
C -0.14 0.09 0.01 -0.058
C 0.77 0.81 -1.05 0.152
C -0.31 -1.25 0.58 -0.656
N 0.46 1.97 -0.63 -0.430
Br 1.85 0.10 -2.36 0.135
H -1.15 1.67 1.10 0.211
H 0.00 -1.96 -0.29 0.224
H -1.32 -1.44 0.81 0.232
H 0.28 -1.33 1.44 0.232



Bottom line: model B, by a margin of 0.638 eV.



Model A:
42
Properties=species:S:1:pos:R:3:nbo_charge:R:1 method="wB97M-V/def2-TZVPD" lumo_energy_ev="-1.0 / -1.0" e_homo_ev="-6.447 / -6.434"
Ir -0.03 -0.93 -1.67 1.230
N -2.25 -0.01 -1.78 -0.799
C -2.31 1.28 -1.11 -0.235
C -1.28 2.24 -1.75 -0.222
N -0.04 1.55 -2.09 -0.673
C 1.22 2.24 -1.81 -0.222
C 2.21 1.31 -1.08 -0.235
N 2.17 0.00 -1.72 -0.805
H -2.56 0.04 -2.74 0.388
H -2.79 -0.73 -1.31 0.416
H -2.06 1.12 -0.06 0.217
H -3.31 1.75 -1.17 0.195
H -1.06 3.04 -1.04 0.209
H -1.73 2.70 -2.64 0.184
H -0.07 1.26 -3.06 0.385
H 1.05 3.12 -1.19 0.208
H 1.70 2.57 -2.74 0.187
H 1.91 1.19 -0.04 0.221
H 3.22 1.76 -1.11 0.193
H 2.67 -0.73 -1.22 0.419
H 2.50 0.02 -2.67 0.387
O -1.17 -2.86 -1.84 -0.903
S 0.02 -3.08 -2.75 2.498
O 0.03 -4.36 -3.39 -0.917
O 0.00 -1.91 -3.69 -0.944
O 1.21 -2.82 -1.86 -0.891
C 1.27 0.90 3.04 -1.077
Ge 0.07 -0.69 2.80 1.589
C 0.69 -2.19 3.93 -1.064
C -1.73 -0.10 3.46 -1.069
C 0.01 -1.19 0.95 -1.210
H 1.27 1.20 4.08 0.222
H 0.93 1.74 2.44 0.209
H 2.29 0.67 2.75 0.221
H 0.66 -1.91 4.98 0.224
H 1.71 -2.48 3.69 0.231
H 0.06 -3.06 3.80 0.231
H -1.72 -0.04 4.54 0.221
H -2.50 -0.81 3.17 0.227
H -2.00 0.87 3.06 0.214
H -0.22 -0.45 0.17 0.116
H -0.01 -2.23 0.66 0.224



Model B:
42
Properties=species:S:1:pos:R:3:nbo_charge:R:1 method="wB97M-V/def2-TZVPD" lumo_energy_ev="0.0 / 0.0" e_homo_ev="-7.816 / -7.815"
Ir -1.20 -0.17 -0.51 1.090
N -0.37 -1.49 1.07 -0.787
C -0.11 -0.90 2.39 -0.233
C 0.55 0.44 2.12 -0.240
N -0.25 1.18 1.16 -0.623
C -1.33 2.01 1.77 -0.242
C -2.51 1.20 2.28 -0.229
N -2.95 0.30 1.22 -0.877
H 0.50 -1.78 0.64 0.409
H -0.98 -2.29 1.12 0.410
H -1.05 -0.82 2.91 0.205
H 0.56 -1.51 3.00 0.201
H 0.70 0.98 3.06 0.201
H 1.54 0.26 1.69 0.214
H 0.33 1.80 0.60 0.419
H -0.91 2.59 2.59 0.189
H -1.67 2.68 0.99 0.254
H -2.25 0.63 3.16 0.178
H -3.29 1.91 2.59 0.201
H -3.67 -0.37 1.48 0.387
H -3.36 0.87 0.47 0.429
O -2.64 2.01 -1.02 -1.056
S -2.67 1.06 -2.17 2.520
O -3.46 1.44 -3.28 -0.922
O -3.00 -0.37 -1.61 -0.935
O -1.19 0.76 -2.44 -0.919
C 3.01 -1.93 -0.32 -1.109
Ge 1.96 -0.77 -1.50 1.591
C 2.27 1.08 -0.98 -1.100
C 2.63 -0.94 -3.30 -1.087
C 0.08 -1.29 -1.50 -1.019
H 4.07 -1.86 -0.57 0.239
H 2.70 -2.97 -0.43 0.231
H 2.91 -1.65 0.74 0.209
H 3.30 1.36 -1.25 0.238
H 2.17 1.27 0.09 0.194
H 1.59 1.74 -1.52 0.250
H 3.68 -0.64 -3.36 0.225
H 2.05 -0.30 -3.97 0.243
H 2.54 -1.96 -3.66 0.232
H -0.09 -2.34 -1.22 0.182
H -0.19 -1.23 -2.56 0.240



Bottom line: model B, by a margin of 3.970 eV.



Model A:
10
Properties=species:S:1:pos:R:3:nbo_charge:R:1 method="wB97M-V/def2-TZVPD" lumo_energy_ev=0.4 e_homo_ev=-7.751
H 0.59 2.47 -0.04 0.343
N 0.42 1.49 0.18 -0.472
N 1.55 0.88 0.24 -0.178
C 1.40 -0.44 0.10 0.021
N 0.48 -1.03 -0.82 -0.486
C -0.44 -0.40 -0.28 0.554
N -1.73 -0.56 -0.06 -0.792
H 2.15 -1.10 0.45 0.193
H -2.23 0.14 0.46 0.413
H -2.19 -1.45 -0.23 0.405



Model B:
10
Properties=species:S:1:pos:R:3:nbo_charge:R:1 method="wB97M-V/def2-TZVPD" lumo_energy_ev=-0.3 e_homo_ev=-7.737
N 1.34 0.07 0.45 -0.706
C 0.00 0.02 -0.13 0.028
C -0.18 -0.92 -1.09 -0.290
N -1.53 -0.72 -1.42 -0.288
N -2.07 0.24 -0.73 -0.058
N -1.13 0.74 0.11 -0.407
H 1.43 -0.18 1.44 0.417
H 1.90 0.90 0.25 0.417
H 1.66 -0.73 -0.16 0.476
H -1.39 1.50 0.72 0.411



Bottom line: model A, by a margin of 0.348 eV.



Model A:
10
Properties=species:S:1:pos:R:3:nbo_charge:R:1 method="wB97M-V/def2-TZVPD" lumo_energy_ev=0.7 e_homo_ev=-9.951
H -2.38 -1.32 0.04 0.363
N -1.73 -0.57 -0.02 -0.689
C -0.51 -0.89 0.09 0.272
N 0.49 0.09 0.13 -0.338
N 0.23 1.46 0.05 -0.607
C 1.81 -0.11 0.07 0.425
N 2.94 -0.27 -0.07 -0.337
H -0.19 -1.94 -0.29 0.189
H -0.45 1.73 -0.79 0.367
H -0.22 1.82 0.79 0.356



Model B:
10
Properties=species:S:1:pos:R:3:nbo_charge:R:1 method="wB97M-V/def2-TZVPD" lumo_energy_ev=1.0 e_homo_ev=-8.712
N 2.03 -0.28 -0.08 -0.813
C 0.73 -0.18 0.26 0.467
N -0.16 -1.07 0.24 -0.226
N -1.40 -0.76 -0.05 -0.488
C -1.40 1.06 0.02 0.152
N -0.26 1.48 0.05 -0.470
H 2.66 0.42 0.28 0.397
H 2.25 -0.62 -1.01 0.393
H -1.99 -1.49 0.38 0.374
H -2.44 1.37 -0.07 0.214



Bottom line: model A, by a margin of 0.743 eV.



Model A:
10
Properties=species:S:1:pos:R:3:nbo_charge:R:1 method="wB97M-V/def2-TZVPD" lumo_energy_ev=0.6 e_homo_ev=-10.430
C 1.09 0.59 0.51 -0.435
N -0.15 0.12 0.01 -0.207
C -0.29 -0.94 -0.67 0.151
N -1.61 -0.97 -0.95 -0.317
N -2.22 0.10 -0.38 -0.037
N -1.35 0.77 0.29 -0.081
H 1.22 0.17 1.64 0.220
H 0.98 1.75 0.67 0.256
H 1.87 0.06 -0.29 0.229
H 0.47 -1.65 -0.82 0.222



Model B:
10
Properties=species:S:1:pos:R:3:nbo_charge:R:1 method="wB97M-V/def2-TZVPD" lumo_energy_ev=1.0 e_homo_ev=-10.735
C -1.39 -0.76 0.15 -0.417
N -0.08 -0.15 -0.02 0.002
N 0.12 1.15 -0.05 -0.259
C 1.44 1.21 -0.16 0.091
N 2.01 -0.01 -0.19 -0.268
N 1.03 -0.87 -0.10 -0.045
H -1.42 -1.28 1.11 0.223
H -1.56 -1.47 -0.66 0.226
H -2.12 0.04 0.12 0.236
H 1.99 2.14 -0.21 0.210



Model C:
10
Properties=species:S:1:pos:R:3:nbo_charge:R:1 method="wB97M-V/def2-TZVPD" lumo_energy_ev=1.0 e_homo_ev=-10.736
C -0.98 0.30 -1.22 -0.413
N -0.13 -0.19 -0.21 0.062
N 0.60 0.68 0.30 -0.310
C 1.10 0.14 1.44 0.100
N 0.67 -1.07 1.54 -0.287
N -0.08 -1.27 0.40 -0.085
H -0.18 0.76 -1.79 0.237
H -1.20 -0.69 -1.51 0.221
H -1.88 0.90 -1.06 0.239
H 2.08 0.43 2.11 0.235



Model D:
10
Properties=species:S:1:pos:R:3:nbo_charge:R:1 method="wB97M-V/def2-TZVPD" lumo_energy_ev="0.0 / -0.6" e_homo_ev="-8.509 / -10.072"
C 2.04 -0.79 0.04 0.151
C -0.51 -0.06 0.35 -0.089
N 2.39 0.45 0.22 -0.279
N 0.74 -0.57 -0.39 -0.317
N 1.12 0.77 -0.25 0.099
N 0.01 1.31 0.17 -0.218
H 2.72 -1.74 -0.10 0.218
H -1.41 -0.30 -0.25 0.220
H -0.48 -0.40 1.48 0.217
H -1.14 1.87 -1.82 -0.002



Bottom line: model B, by a margin of 1.528 eV.